(1)
2 unconnected molecules or ions with the total composition C3H9NO at a distorted geometry. Source: the Open Molecules 2025 dataset; level of theory: ωB97M-V/def2-TZVPD.

Geometry as XYZ:
```
14
Properties=species:S:1:pos:R:3
C -0.8727 -0.4228 2.6520
O -1.6742 -1.3102 2.7919
H -0.4242 -0.2670 1.6568
H -0.5903 0.2174 3.5082
C -0.1647 -0.7240 -1.5010
C 0.3425 0.7100 -1.3375
N 0.8541 0.8944 0.0245
H -0.6576 -1.0581 -0.5859
H 0.6495 -1.4117 -1.7390
H -0.8226 -0.8223 -2.3606
H -0.5092 1.3839 -1.4350
H 1.1076 0.8656 -2.1028
H 1.2962 1.7987 0.1079
H 1.4656 0.1461 0.3205
```

Structure (SMILES): C=O.CCN
Calculated total energy in eV: -6793.4002
LUMO level in eV: 1.0
Multiplicity: 1
ΔE to the lowest compared entry with this formula, charge and spin in kJ/mol: 159.7

(2)
2 unconnected molecules or ions with the total composition C3H9NO at a distorted geometry. Source: the Open Molecules 2025 dataset; level of theory: ωB97M-V/def2-TZVPD.

Geometry as XYZ:
```
14
Properties=species:S:1:pos:R:3
C 2.2999 -3.3086 -0.8000
C 2.1496 -2.2196 -1.8886
H 2.8917 -4.0987 -1.2526
H 1.3813 -3.8015 -0.4607
H 2.6121 -2.8140 0.1180
H 1.1680 -2.0383 -2.3340
H 2.3839 -1.2397 -1.4669
H 2.8028 -2.4727 -2.7192
C -2.6278 3.2995 2.2132
N -3.2195 4.2179 1.4659
O -3.0649 2.8167 3.2503
H -1.7968 2.7366 1.7248
H -2.7608 4.5577 0.6273
H -4.2196 4.3645 1.5227
```

<S²>: 0.756
Calculated total energy in eV: -6783.9747
LUMO level (alpha / beta) in eV: -5.7 / -10.2
Multiplicity: 2
Charge: +1
ΔE to the lowest compared entry with this formula, charge and spin in kJ/mol: 225.2

(3)
2 unconnected molecules or ions with the total composition C3H9NO2 at a distorted geometry. Source: the Open Molecules 2025 dataset; level of theory: ωB97M-V/def2-TZVPD.

Geometry as XYZ:
```
15
Properties=species:S:1:pos:R:3
C -1.3519 -0.8083 -1.1717
N -0.7743 -2.1478 -1.3609
H 2.6152 -0.4502 0.7088
H -0.8456 -2.6233 -0.4672
H -1.3023 -2.7449 -1.9824
H -2.1049 -0.8881 -0.3801
H -1.9947 -0.5344 -2.0427
H -0.5792 -0.1080 -0.8880
C 0.8329 2.1009 1.0263
C 0.8794 0.6020 1.0738
O 0.0140 -0.3127 1.0590
O 2.2791 0.3438 1.1596
H -0.1586 2.4194 1.4239
H 1.0400 2.5826 0.0503
H 1.4507 2.5691 1.7914
```

<S²>: 0.753
Calculated total energy in eV: -8839.8675
LUMO level (alpha / beta) in eV: 4.2 / 4.2
Multiplicity: 2
Charge: -1
ΔE to the lowest compared entry with this formula, charge and spin in kJ/mol: 149.5

(4)
2 unconnected molecules or ions with the total composition C3H9NO2 at a distorted geometry. Source: the Open Molecules 2025 dataset; level of theory: ωB97M-V/def2-TZVPD.

Geometry as XYZ:
```
15
Properties=species:S:1:pos:R:3
C -0.8827 -0.8187 1.0805
N -0.3222 -1.8431 0.0777
C -0.0704 -1.1493 -1.1424
C 0.9542 -0.0442 -0.9775
O -0.8307 -1.2181 -2.0897
H -1.6401 -0.2447 0.7803
H -0.2341 -0.1085 1.5323
H -1.0167 -1.5000 2.0032
H -1.1148 -2.4576 0.0118
H 1.6555 -0.6050 -0.3513
H 1.2734 0.0690 -2.0740
H 0.4937 0.8434 -0.4444
O 0.4866 3.3318 0.2761
H 0.0084 2.4353 0.2817
H 1.2399 3.3097 1.0357
```

Structure (SMILES): CNC(C)=O.O
Calculated total energy in eV: -8840.2935
LUMO level in eV: 0.5
Multiplicity: 1
ΔE to the lowest compared entry with this formula, charge and spin in kJ/mol: 256.8

> Which of these has the highest calculated total energy?

number 2

> Which of these has the highest calculated total energy?

number 2

What did the third record say?
2 unconnected molecules or ions with the total composition C3H9NO2 at a distorted geometry. Source: the Open Molecules 2025 dataset; level of theory: ωB97M-V/def2-TZVPD.

Geometry as XYZ:
```
15
Properties=species:S:1:pos:R:3
C -1.3519 -0.8083 -1.1717
N -0.7743 -2.1478 -1.3609
H 2.6152 -0.4502 0.7088
H -0.8456 -2.6233 -0.4672
H -1.3023 -2.7449 -1.9824
H -2.1049 -0.8881 -0.3801
H -1.9947 -0.5344 -2.0427
H -0.5792 -0.1080 -0.8880
C 0.8329 2.1009 1.0263
C 0.8794 0.6020 1.0738
O 0.0140 -0.3127 1.0590
O 2.2791 0.3438 1.1596
H -0.1586 2.4194 1.4239
H 1.0400 2.5826 0.0503
H 1.4507 2.5691 1.7914
```

<S²>: 0.753
Calculated total energy in eV: -8839.8675
LUMO level (alpha / beta) in eV: 4.2 / 4.2
Multiplicity: 2
Charge: -1
ΔE to the lowest compared entry with this formula, charge and spin in kJ/mol: 149.5